Molecular formula: C9H7N2O5SZr
Method: DFT, ωB97M-V with the def2-TZVPD basis set

Its strongest force on any atom is 0.2583 hartree/bohr. The gap between HOMO and LUMO comes out at 5.59 eV. The net charge is +3. The value obtained for the molar mass is 346.45 g/mol. The value obtained for the energy relative to the best compared isomer or geometry (same formula, charge and spin) is 149.00 kcal per mole. As for the HOMO energy: -20.50 eV.

```
25
C9H7N2O5SZr (ωB97M-V with the def2-TZVPD basis set)
C 1.272 1.007 2.277
C 1.146 -4.040 -4.074
Zr -0.232 -0.981 -1.737
C -0.529 1.121 -0.719
O 0.187 4.420 -4.523
H -1.013 0.274 -2.761
H 1.967 1.814 2.447
C 1.768 -0.227 -1.616
H 2.295 0.075 0.633
O -0.331 2.368 -0.866
O 2.827 0.340 -1.468
N 1.527 0.084 1.281
C -1.487 -1.295 2.665
H -0.424 1.151 3.691
C 0.252 3.297 -4.307
H -2.338 -1.115 1.986
O 0.392 -3.137 -3.971
C -2.082 0.364 -0.805
N -0.335 -0.512 2.308
S 0.450 -2.321 0.324
C 0.538 -0.884 1.319
O -2.983 0.862 -1.307
H -1.771 -0.994 3.718
H -1.206 -2.350 2.653
C 0.113 0.680 2.854
```



Molecular formula: C9H7N3O
Method: DFT, ωB97M-V with the def2-TZVPD basis set

Its strongest force on any atom is 0.1578 hartree/bohr. The gap between HOMO and LUMO comes out at 7.96 eV. The value obtained for the molar mass is 173.17 g/mol. As for the SMILES: O=Cc1ccccc1-n1cncn1. The value obtained for the energy relative to the best compared isomer or geometry (same formula, charge and spin) is 134.84 kcal per mole. As for the HOMO energy: -9.11 eV.

```
20
C9H7N3O (ωB97M-V with the def2-TZVPD basis set)
H -0.841 1.912 0.933
C 0.700 2.888 -1.597
C -0.128 0.110 -0.126
C -0.534 -1.868 1.331
N 0.445 0.928 -1.040
H -1.482 -1.825 3.413
H 1.350 -0.096 -2.925
H -2.410 0.445 2.454
H -0.204 -2.864 1.590
C 1.139 -2.156 -0.523
O 2.208 -1.530 -1.133
C -1.296 -1.272 2.251
N 0.162 2.277 -0.683
C 0.224 -1.308 0.127
C -1.645 0.027 1.983
C -0.893 0.697 0.966
H 0.254 4.131 -1.635
H 0.789 -3.432 -0.566
N 1.115 2.080 -2.619
C 1.048 0.858 -2.200
```



Molecular formula: C9H7NO
Method: DFT, ωB97M-V with the def2-TZVPD basis set

Its strongest force on any atom is 0.1892 hartree/bohr. The gap between HOMO and LUMO comes out at 9.75 eV. The value obtained for the molar mass is 145.16 g/mol. As for the SMILES: c1ccc(-c2ncco2)cc1. The value obtained for the energy relative to the best compared isomer or geometry (same formula, charge and spin) is 59.32 kcal per mole. As for the HOMO energy: -8.83 eV.

```
18
C9H7NO (ωB97M-V with the def2-TZVPD basis set)
C 0.203 0.013 0.122
C -1.028 -0.963 -3.081
H 0.384 -2.011 0.589
H 1.265 -1.648 2.764
H -2.665 0.512 -3.029
C -0.458 -0.256 -1.143
H 1.564 0.426 3.692
O -1.494 0.534 -1.471
H 1.007 2.375 2.192
H -1.076 -1.409 -3.958
N -0.122 -1.145 -2.101
C -1.896 0.061 -2.760
C 1.003 1.503 1.871
C 0.423 1.284 0.540
C 0.466 -1.022 0.999
H 0.070 2.126 -0.090
C 1.279 0.454 2.645
C 1.077 -0.833 2.219
```



Molecular formula: C9H7NO
Method: DFT, ωB97M-V with the def2-TZVPD basis set

Its strongest force on any atom is 0.0822 hartree/bohr. The gap between HOMO and LUMO (spin up / spin down) comes out at 6.68 / 7.26 eV. The value obtained for the molar mass is 145.16 g/mol. The value obtained for the energy relative to the best compared isomer or geometry (same formula, charge and spin) is 113.96 kcal per mole. As for the HOMO energy (spin up / spin down): -7.64 / -8.62 eV.

```
18
C9H7NO (ωB97M-V with the def2-TZVPD basis set)
C -0.635 2.662 -0.508
C 0.580 -2.187 0.290
H 0.308 3.265 -0.553
H 1.953 -2.956 1.778
H -1.630 -1.590 -1.636
H -1.230 2.972 0.419
C 1.529 -2.062 1.395
C -1.204 0.487 -1.527
C 0.237 0.318 0.154
H -1.928 1.052 -2.104
C -0.978 -0.838 -1.252
N -0.566 1.250 -0.620
O 0.452 -3.283 -0.348
C 1.632 -0.780 1.850
H -1.369 2.916 -1.341
C -0.105 -1.006 -0.223
C 0.697 0.264 1.447
H 2.258 -0.485 2.780
```



Molecular formula: C9H7NO2
Method: DFT, ωB97M-V with the def2-TZVPD basis set

Its strongest force on any atom is 0.0144 hartree/bohr. The gap between HOMO and LUMO comes out at 8.94 eV. The value obtained for the molar mass is 161.16 g/mol. As for the SMILES: Cc1nc2ccccc2oc1=O. The value obtained for the energy relative to the best compared isomer or geometry (same formula, charge and spin) is 12.33 kcal per mole. As for the HOMO energy: -9.16 eV.

```
19
C9H7NO2 (ωB97M-V with the def2-TZVPD basis set)
N 0.624 1.378 -0.003
H 3.597 0.991 0.889
C -1.904 -1.342 0.004
O 2.675 -1.510 0.020
C -0.602 0.714 0.014
C 1.681 -0.833 0.002
H 2.939 2.396 -0.016
O 0.462 -1.428 -0.030
H -1.908 -2.429 -0.009
C -1.799 1.456 -0.001
H -3.952 1.357 -0.002
H -1.732 2.539 -0.022
C 1.687 0.668 -0.009
H -4.028 -1.081 0.033
H 3.618 1.000 -0.859
C -0.679 -0.676 -0.022
C -3.024 0.810 -0.005
C 3.035 1.308 0.008
C -3.061 -0.591 0.024
```



Molecular formula: C9H7NO2
Method: DFT, ωB97M-V with the def2-TZVPD basis set

Its strongest force on any atom is 0.0641 hartree/bohr. The gap between HOMO and LUMO comes out at 9.19 eV. The value obtained for the molar mass is 161.16 g/mol. As for the SMILES: Cc1cccc2ncoc(=O)c12. The value obtained for the energy relative to the best compared isomer or geometry (same formula, charge and spin) is 20.71 kcal per mole. As for the HOMO energy: -9.07 eV.

```
19
C9H7NO2 (ωB97M-V with the def2-TZVPD basis set)
C -1.217 1.001 -0.123
H 1.060 -3.046 -0.386
C 1.128 -2.034 -0.132
H 2.359 2.734 0.449
O -1.371 2.128 -0.425
H 0.656 2.726 1.052
C 2.356 -1.338 -0.071
C 2.412 0.055 -0.029
C -0.023 -1.255 0.035
H 3.395 0.497 -0.177
H -3.213 -1.604 0.255
H 1.085 2.837 -0.689
C 0.044 0.186 0.019
C 1.293 0.866 0.153
O -2.383 0.214 0.136
C -2.283 -1.137 0.122
C 1.344 2.359 0.263
N -1.265 -1.872 0.086
H 3.219 -1.993 -0.218
```



Molecular formula: C9H7NO2
Method: DFT, ωB97M-V with the def2-TZVPD basis set

Its strongest force on any atom is 0.1031 hartree/bohr. The gap between HOMO and LUMO (spin up / spin down) comes out at 5.43 / 4.60 eV. Its expectation value of S² is 2.018. The value obtained for the molar mass is 161.16 g/mol. The value obtained for the energy relative to the best compared isomer or geometry (same formula, charge and spin) is 0.00 kcal per mole. As for the HOMO energy (spin up / spin down): -5.01 / -8.21 eV. The spin multiplicity is 3.

```
19
C9H7NO2 (ωB97M-V with the def2-TZVPD basis set)
C 1.376 -0.643 0.722
H -1.609 -3.020 -0.110
O -0.865 -1.511 1.049
H 2.379 2.350 -0.439
H 3.236 0.081 0.054
C 0.359 1.787 -0.302
C -1.186 -1.324 -1.309
C -1.238 -2.013 -0.175
C -0.078 -0.346 0.984
H -0.055 2.711 -0.673
H -0.162 0.108 1.986
C 2.185 0.278 0.204
H 1.715 -1.620 1.029
N -2.957 1.549 0.582
H -1.478 -1.736 -2.260
C 1.670 1.572 -0.197
C -0.607 0.669 -0.042
C -1.919 1.147 0.320
O -0.767 -0.039 -1.423
```



Molecular formula: C9H7NO4PdS
Method: DFT, ωB97M-V with the def2-TZVPD basis set

Its strongest force on any atom is 0.1206 hartree/bohr. The gap between HOMO and LUMO (spin up / spin down) comes out at 7.89 / 3.20 eV. The net charge is +2. Its expectation value of S² is 2.011. The value obtained for the molar mass is 331.65 g/mol. As for the HOMO energy (spin up / spin down): -16.19 / -16.29 eV. The spin multiplicity is 3.

```
23
C9H7NO4PdS (ωB97M-V with the def2-TZVPD basis set)
H 0.587 1.148 1.344
O 2.275 -0.717 1.697
C 2.481 1.723 -1.977
C 1.645 2.501 -1.279
C -1.089 -3.517 0.771
C 1.393 -1.364 1.335
C -0.887 -0.988 -1.451
O 2.347 -2.683 -1.849
O -1.057 -0.221 -2.294
H -3.178 -0.631 0.507
H 3.456 1.428 -1.584
C -0.485 0.956 1.416
C -2.882 1.095 1.837
H -3.890 1.325 2.148
H 1.952 3.023 -0.369
S -1.489 2.033 2.323
C -2.502 0.063 1.000
Pd -0.014 -2.029 0.032
O -1.754 -4.311 1.274
C 1.407 -2.760 -1.186
N -1.136 -0.061 0.873
H 0.637 2.710 -1.638
H 2.184 1.278 -2.929
```



no.,DFT total energy (eV)
1,-34740.619
2,-15957.122
3,-12981.596
4,-12979.227
5,-15031.776
6,-15031.412
7,-15025.055
8,-33419.511